# 1
A 2-piece molecular cluster, C6H10O overall. Source: the Open Molecules 2025 dataset; level of theory: ωB97M-V/def2-TZVPD.

Each line ends with the Löwdin charge.
Cartesian coordinates (Å):
C  -0.753544  0.148885  1.523941  -0.072
C  0.362340  -0.430430  0.669159  -0.304
C  0.049811  -1.663259  -0.224185  -0.074
C  0.596265  -0.906367  -1.440391  -0.234
O  -0.471868  -0.167818  -2.095127  -0.026
C  -0.290912  0.963357  -1.416215  0.017
C  0.853651  0.348986  -0.596311  -0.208
H  -0.435656  1.075328  2.013990  0.074
H  -1.037219  -0.567169  2.304564  0.079
H  -1.644818  0.374443  0.928690  0.079
H  1.231973  -0.643259  1.300113  0.136
H  0.611163  -2.563673  0.036697  0.114
H  -1.010103  -1.916656  -0.325346  0.123
H  1.265115  -1.378339  -2.160809  0.149
H  -0.535538  3.436845  0.298292  0.031
H  -0.576387  2.977463  -0.292134  -0.019
H  1.785728  0.911665  -0.524929  0.136

Atoms 1-6, force components in eV/Å:
-0.0261 0.0335 0.0080
-0.0240 -0.0204 0.1561
-0.0474 -0.1366 0.0260
0.1481 -0.2295 -0.1001
-0.0771 0.1559 0.0321
0.0773 -0.3188 -0.0559

Calculated values
gap between HOMO and LUMO = 9.33 eV
HOMO energy = -8.48 eV
calculated total energy = -309.671768 hartree
lowest unoccupied orbital energy = 0.8 eV


# 2
C41H61N5O6RbSe as an isolated structure. Source: the Open Molecules 2025 dataset; level of theory: ωB97M-V/def2-TZVPD.

Each line ends with the Löwdin charge.
Cartesian coordinates (Å):
Rb  0.598904  0.477704  -0.908925  0.995
C  -6.171113  4.165949  3.187747  -0.048
C  -6.133680  2.631649  3.157478  -0.559
C  -7.263015  2.144049  2.251559  -0.068
C  -6.406167  2.098837  4.571546  -0.058
C  -4.762933  2.165478  2.672794  -0.194
C  -4.559216  1.484858  1.490334  -0.089
C  -3.289501  1.098176  1.062508  -0.403
Se  -3.145219  0.219957  -0.634113  1.108
C  -3.402570  1.684021  -1.845264  -0.397
C  -4.666841  2.223194  -1.952440  -0.099
C  -4.928949  3.333170  -2.743473  -0.196
C  -3.832365  3.888458  -3.394281  -0.002
C  -2.532525  3.397238  -3.315956  -0.091
C  -2.274664  2.189901  -2.576881  -0.424
O  -1.136277  1.605319  -2.528526  -0.306
C  -1.428427  4.165185  -4.061622  -0.527
C  -1.271449  3.574715  -5.468528  -0.039
C  -1.771133  5.657902  -4.211012  -0.076
C  -0.070245  4.125912  -3.349191  -0.051
C  -6.334168  3.926059  -2.792244  -0.560
C  -7.347507  2.861686  -3.234197  -0.057
C  -6.432541  5.102699  -3.762234  -0.076
C  -6.721909  4.431017  -1.394468  -0.049
C  -2.129888  1.345071  1.843547  -0.414
O  -0.952712  0.934547  1.506915  -0.256
C  -2.345903  2.048765  3.087767  -0.086
C  -3.621400  2.437957  3.438614  -0.001
C  -1.157484  2.323120  4.013592  -0.530
C  -0.579448  0.990201  4.508766  -0.045
C  -0.064189  3.121827  3.289425  -0.039
C  -1.558159  3.129198  5.253035  -0.082
H  -7.139615  4.524496  3.548743  0.077
H  -6.001122  4.573915  2.190035  0.084
H  -5.396701  4.564408  3.844822  0.076
H  -8.223802  2.485223  2.645081  0.081
H  -7.289828  1.054036  2.194752  0.087
H  -7.164995  2.529945  1.236730  0.061
H  -7.383924  2.437077  4.926576  0.076
H  -5.655549  2.443975  5.282788  0.071
H  -6.394452  1.007326  4.582127  0.086
H  -5.396171  1.233143  0.851602  0.077
H  -5.470753  1.760809  -1.389698  0.086
H  -3.994961  4.772474  -3.992629  0.078
H  -2.201259  3.672334  -6.033898  0.083
H  -1.029576  2.514898  -5.411011  0.061
H  -0.473504  4.078277  -6.022894  0.081
H  -2.623057  5.844282  -4.864497  0.067
H  -0.916087  6.176999  -4.650244  0.075
H  -1.981619  6.111327  -3.240571  0.092
H  0.339414  3.123470  -3.318083  0.050
H  -0.161330  4.465931  -2.315017  0.096
H  0.624851  4.790914  -3.869720  0.077
H  -7.102120  2.482505  -4.227896  0.086
H  -8.357270  3.281787  -3.263220  0.076
H  -7.357862  2.013176  -2.550042  0.073
H  -6.177735  4.807406  -4.782111  0.085
H  -5.771306  5.921578  -3.473934  0.081
H  -7.455508  5.487526  -3.768850  0.078
H  -6.671867  3.627236  -0.660368  0.055
H  -7.739325  4.834471  -1.390631  0.080
H  -6.036018  5.214001  -1.066114  0.090
H  -3.758876  2.976338  4.367247  0.086
H  -0.247417  0.385895  3.668972  0.047
H  -1.332131  0.435055  5.075404  0.086
H  0.273291  1.171516  5.170355  0.080
H  0.302829  2.579112  2.422890  0.069
H  0.767523  3.312095  3.975105  0.078
H  -0.455961  4.087474  2.960639  0.088
H  -2.295418  2.607819  5.867390  0.078
H  -1.967792  4.106121  4.987155  0.084
H  -0.673451  3.297742  5.871544  0.078
N  -1.013937  -1.887529  2.032066  0.057
N  -1.810561  -2.425102  1.005979  -0.014
C  -1.304858  -2.568479  -0.231185  -0.443
N  -2.169762  -2.957377  -1.190059  0.171
N  0.004840  -2.293729  -0.343222  0.116
N  0.552573  -2.273499  -1.588329  -0.487
O  -0.060210  -2.486460  -2.632109  0.041
O  1.726532  -1.927732  -1.597744  -0.064
H  -1.442807  -2.152862  2.907780  0.088
H  -0.961044  -0.853033  1.924847  0.043
H  -2.807399  -2.252988  1.046490  0.130
H  -3.135166  -2.719491  -1.016128  0.078
H  -1.841689  -2.805957  -2.131580  0.082
C  3.262857  -1.532854  2.257580  -0.140
C  4.154291  -1.063467  1.102584  -0.158
C  3.873830  0.431035  1.076038  -0.207
O  2.481159  0.518105  1.330297  -0.224
C  2.172534  -0.450698  2.336974  -0.184
H  3.830154  -1.578643  3.189316  0.103
H  2.838750  -2.519223  2.076190  0.108
H  3.823097  -1.505824  0.161825  0.094
H  5.207198  -1.308317  1.249146  0.109
H  4.063712  0.904325  0.112884  0.109
H  4.437351  0.959427  1.860303  0.124
H  1.178231  -0.836026  2.121684  0.081
H  2.156744  0.042065  3.315093  0.116
C  4.529816  -1.243220  -2.843198  -0.016
C  3.374828  -0.300831  -3.068176  -0.417
O  3.271652  0.700646  -2.383371  0.026
C  2.385653  -0.640372  -4.139474  -0.172
C  2.531602  -1.797342  -4.901085  -0.037
C  1.549201  -2.167289  -5.806844  -0.079
C  0.406719  -1.392075  -5.935616  -0.076
C  0.260579  -0.232596  -5.188548  -0.052
C  1.260741  0.157775  -4.317261  -0.027
H  5.099993  -0.889204  -1.987898  0.080
H  5.175976  -1.274867  -3.722588  0.089
H  4.161676  -2.251855  -2.660627  0.083
H  3.397841  -2.430302  -4.767904  0.104
H  1.664813  -3.072852  -6.388181  0.099
H  -0.380344  -1.693972  -6.615741  0.102
H  -0.639637  0.361157  -5.250168  0.099
H  1.139019  1.076200  -3.764845  0.085

Atoms 1-6, force components in eV/Å:
-0.1649 1.0647 0.5506
-0.0042 0.0232 0.0193
0.0178 -0.0055 0.0019
-0.0370 -0.0229 -0.0290
-0.0031 0.0093 0.0217
0.0090 0.0244 0.0628

Calculated values
charge = -1
gap between HOMO and LUMO = 5.86 eV
HOMO energy = -3.85 eV
calculated total energy = -4749.663119 hartree
lowest unoccupied orbital energy = 2.0 eV


# 3
C26H27N6O2PtS3 as an isolated structure. Source: the Open Molecules 2025 dataset; level of theory: ωB97M-V/def2-TZVPD.

Each line ends with the Löwdin charge.
Cartesian coordinates (Å):
Pt  -0.160369  -0.237816  -0.441061  1.043
C  1.672002  2.099615  -1.149424  -0.033
N  1.294320  0.830420  -1.826246  -0.225
C  0.557516  1.074332  -3.096040  -0.138
C  -0.932277  0.928010  -2.921194  -0.161
N  -1.286399  -0.378191  -2.308648  -0.269
C  -0.949445  -1.545168  -3.158434  -0.045
C  -2.711248  -0.412978  -1.948615  -0.298
C  -3.680352  -0.048825  -2.873380  -0.023
C  -5.021668  -0.091948  -2.530086  -0.059
C  -5.393652  -0.501401  -1.255966  -0.059
C  -4.428712  -0.879834  -0.338968  -0.093
C  -3.078501  -0.855184  -0.684788  -0.593
S  -1.899393  -1.463923  0.468215  0.691
C  2.482907  0.015720  -2.086040  -0.288
C  3.518576  0.522258  -2.863663  -0.020
C  4.638165  -0.246135  -3.118791  -0.057
C  4.724408  -1.531053  -2.592385  -0.057
C  3.691741  -2.041556  -1.831186  -0.090
C  2.553467  -1.271271  -1.585359  -0.567
S  1.246025  -2.036919  -0.706460  0.704
H  2.337156  2.687071  -1.784102  0.099
H  2.182934  1.871026  -0.219954  0.074
H  0.774597  2.681001  -0.943010  0.090
H  0.918977  0.367470  -3.839824  0.131
H  0.765457  2.077579  -3.475582  0.142
H  -1.412021  1.047817  -3.895133  0.134
H  -1.310306  1.700879  -2.254847  0.104
H  -1.473003  -1.476110  -4.114764  0.110
H  -1.260452  -2.447739  -2.638502  0.099
H  0.123364  -1.598345  -3.324045  0.070
H  -3.398488  0.260652  -3.871757  0.117
H  -5.769195  0.194272  -3.256624  0.113
H  -6.438248  -0.524493  -0.976820  0.115
H  -4.708656  -1.200934  0.656129  0.111
H  3.452487  1.524658  -3.269075  0.120
H  5.442830  0.157329  -3.717148  0.112
H  5.599506  -2.137366  -2.782222  0.115
H  3.753499  -3.041342  -1.420226  0.113
N  0.545130  -3.009907  6.606940  0.125
C  0.864027  -2.179483  5.575181  -0.307
C  0.638230  -0.797094  5.679034  -0.017
C  0.957639  0.042839  4.636479  -0.052
C  1.520572  -0.487246  3.479320  -0.311
C  1.751899  -1.853056  3.354165  -0.054
C  1.431398  -2.692806  4.398146  -0.016
S  1.838942  0.559519  2.130700  0.612
O  2.711915  -0.101392  1.204206  -0.319
O  2.147976  1.884348  2.567834  -0.260
N  0.371673  0.633262  1.321920  -0.234
C  -0.537092  1.635800  1.371860  -0.494
N  -0.687872  2.466148  2.394979  0.171
C  -1.640158  3.376540  2.261250  -0.075
C  -2.478226  3.457743  1.148302  -0.025
C  -2.269628  2.531409  0.152074  -0.096
N  -1.291984  1.632111  0.248274  0.008
H  0.111710  -2.654357  7.437593  0.102
H  0.674643  -4.000427  6.527419  0.102
H  0.218126  -0.395137  6.592520  0.116
H  0.781638  1.108839  4.702118  0.115
H  2.190786  -2.237400  2.442698  0.103
H  1.625421  -3.755348  4.321263  0.115
H  -1.749701  4.067888  3.089190  0.124
H  -3.261110  4.196009  1.074500  0.110
H  -2.883502  2.499621  -0.741939  0.123

Atoms 1-6, force components in eV/Å:
-1.0727 1.6018 -1.2591
0.0508 0.1676 -0.1705
-0.1642 -0.0932 0.9093
-0.0448 -0.0552 -0.1704
-0.0024 0.0950 -0.0997
0.5308 -0.4686 0.5452

Calculated values
charge = +1
gap between HOMO and LUMO = 6.42 eV
HOMO energy = -10.26 eV
calculated total energy = -2799.688317 hartree
lowest unoccupied orbital energy = -3.8 eV